Record 1
Below is a cluster of 5 separate species, C21H51N7O10P2 in total at a distorted geometry, with properties calculated with ωB97M-V with the def2-TZVPD basis set.

The calculation puts the largest force on an atom at 4.84 eV/Å. The charge is +1. The value obtained for the LUMO energy (alpha / beta) is -0.089 / -0.272 Eh. As for the HOMO energy (alpha / beta): -0.3836 / -0.3836 Ha. For the frontier orbital gap (alpha / beta), the calculation gives 8.02 / 3.04 eV. The multiplicity is 2.

Positions of all 91 atoms, in Å:
C  -2.75  -3.31  0.34
N  -1.93  -4.58  0.53
O  -0.92  -4.53  1.18
O  -2.27  -5.64  -0.04
H  -3.14  -3.14  1.34
H  -3.49  -3.40  -0.45
H  -2.18  -2.44  -0.02
C  0.22  -1.15  -1.30
C  0.54  -1.42  -2.78
C  0.05  -0.35  -3.78
O  1.27  0.39  -3.86
C  2.35  -0.42  -3.67
O  3.55  -0.26  -3.93
O  1.93  -1.48  -2.98
H  0.48  -1.98  -0.65
H  -0.86  -1.21  -1.39
H  0.60  -0.17  -0.99
H  0.06  -2.35  -3.09
H  -0.69  0.37  -3.43
H  -0.16  -0.86  -4.72
C  2.48  2.66  -1.49
C  3.06  3.81  -2.42
C  3.79  4.93  -1.69
O  5.05  4.92  -2.25
C  5.18  3.91  -3.09
O  6.25  3.76  -3.71
O  4.02  3.21  -3.15
H  1.53  2.78  -0.96
H  3.32  2.51  -0.82
H  2.34  1.73  -2.04
H  2.34  4.17  -3.16
H  3.90  4.68  -0.64
H  3.31  5.89  -1.86
O  4.39  0.66  1.39
P  4.10  -0.09  2.58
N  3.01  0.74  3.63
C  2.30  0.11  4.73
C  2.77  2.16  3.41
N  5.46  -0.35  3.61
C  6.90  -0.30  3.11
C  5.36  -0.90  4.96
N  3.47  -1.62  2.44
C  2.08  -1.74  2.10
C  4.30  -2.75  2.07
H  2.89  0.17  5.65
H  1.96  -0.91  4.53
H  1.31  0.44  5.03
H  2.65  2.69  4.35
H  1.91  2.33  2.76
H  3.65  2.51  2.86
H  7.58  -1.04  3.54
H  6.90  -0.62  2.07
H  7.26  0.73  3.14
H  5.01  -1.93  4.92
H  6.29  -1.04  5.53
H  4.75  -0.25  5.59
H  1.56  -2.56  2.57
H  1.55  -0.78  2.11
H  2.04  -2.09  1.07
H  5.32  -2.43  2.25
H  4.07  -3.09  1.06
H  4.01  -3.61  2.68
O  -3.46  0.62  -2.65
P  -4.55  0.28  -1.68
N  -5.55  -1.03  -2.16
C  -5.00  -2.16  -2.85
C  -7.02  -1.30  -1.97
N  -5.63  1.61  -1.63
C  -6.48  1.97  -0.52
C  -6.03  2.27  -2.91
N  -4.12  -0.02  -0.06
C  -4.95  -0.53  1.00
C  -2.92  0.44  0.46
H  -4.91  -2.94  -2.10
H  -3.97  -1.98  -3.18
H  -5.64  -2.41  -3.69
H  -7.30  -1.79  -1.04
H  -7.33  -2.03  -2.71
H  -7.54  -0.36  -2.16
H  -6.05  2.95  -0.29
H  -7.51  2.13  -0.86
H  -6.32  1.37  0.37
H  -6.34  3.32  -2.85
H  -5.40  2.34  -3.79
H  -6.96  1.83  -3.29
H  -4.38  -1.32  1.49
H  -5.06  0.28  1.72
H  -5.93  -0.86  0.67
H  -2.37  1.17  -0.13
H  -2.24  -0.37  0.71
H  -3.12  1.08  1.33

Atomic partial charges in e from the Mulliken method, atoms 1 to 2:
1. C 0.00
2. N 0.89



Record 2
Below is a structure of composition C21H52F2N5O10S2V at a distorted geometry, with properties calculated with ωB97M-V with the def2-TZVPD basis set.

The calculation puts the largest force on an atom at 11.75 eV/Å. The charge is 0. The value obtained for the LUMO energy is -0.048 Eh. As for the HOMO energy: -0.2760 Ha. For the frontier orbital gap, the calculation gives 6.19 eV.

Positions of all 93 atoms, in Å:
O  -0.21  0.61  -0.75
V  -1.44  -0.21  -1.38
O  -1.55  -1.65  -0.90
N  -3.06  1.07  -0.99
S  -4.51  0.87  -0.01
O  -5.71  1.66  -0.32
O  -4.45  0.34  1.35
F  -4.84  -0.50  -0.75
S  -3.28  2.54  -1.11
O  -3.13  3.32  0.10
O  -4.11  2.97  -2.27
F  -1.77  2.76  -1.83
C  2.02  3.47  -0.56
C  2.57  3.73  0.91
C  2.64  5.29  1.19
C  2.66  5.61  2.72
C  1.47  4.96  3.44
C  1.28  3.40  3.17
N  1.60  3.14  1.75
O  1.39  1.72  1.51
C  2.09  2.58  4.20
C  -0.22  3.25  3.45
C  3.88  3.10  1.19
H  2.61  4.08  -1.25
H  1.01  3.74  -0.84
H  2.07  2.43  -0.88
H  3.60  5.66  0.82
H  1.93  5.92  0.66
H  2.63  6.69  2.77
H  3.65  5.36  3.10
H  0.62  5.38  2.90
H  1.65  5.28  4.47
H  3.14  2.68  3.92
H  1.87  3.05  5.16
H  1.71  1.57  4.26
H  -0.51  3.83  4.32
H  -0.77  3.56  2.56
H  -0.32  2.19  3.70
H  3.89  2.01  1.24
H  4.26  3.34  2.18
H  4.64  3.57  0.57
H  0.48  1.64  1.20
C  -0.47  -5.53  -0.36
C  -0.67  -6.09  -1.86
C  0.14  -5.23  -2.94
O  -0.15  -5.70  -4.26
C  0.61  -5.05  -5.30
N  -0.18  -7.48  -1.69
H  -1.09  -6.05  0.37
H  -0.73  -4.47  -0.45
H  0.55  -5.52  0.03
H  -1.73  -6.00  -2.10
H  1.20  -5.25  -2.69
H  -0.04  -4.15  -2.88
H  1.26  -4.25  -4.92
H  0.01  -4.66  -6.12
H  1.14  -5.91  -5.70
H  0.81  -7.53  -1.53
H  -0.37  -7.91  -2.59
C  0.29  -1.48  2.17
C  -1.24  -1.36  2.24
C  -1.92  -1.48  3.64
O  -1.23  -0.45  4.38
C  -1.72  -0.40  5.74
N  -1.48  0.03  1.78
H  0.84  -0.67  2.64
H  0.71  -1.55  1.17
H  0.61  -2.37  2.71
H  -1.62  -2.11  1.55
H  -1.90  -2.49  4.04
H  -2.95  -1.17  3.48
H  -2.78  -0.19  5.85
H  -1.15  0.25  6.41
H  -1.58  -1.36  6.23
H  -1.11  0.39  2.65
H  -2.48  0.13  1.74
C  -1.26  -0.87  -5.87
C  -0.97  -0.93  -4.36
C  0.55  -1.12  -4.03
O  0.59  -1.13  -2.60
C  1.92  -1.07  -2.14
N  -1.52  0.27  -3.71
H  -2.34  -1.06  -5.92
H  -0.74  -1.65  -6.41
H  -1.09  0.09  -6.37
H  -1.45  -1.81  -3.93
H  1.13  -0.25  -4.35
H  0.85  -2.02  -4.56
H  1.93  -1.35  -1.09
H  2.16  -0.01  -2.00
H  2.71  -1.57  -2.71
H  -2.42  0.48  -4.13
H  -1.09  1.05  -4.18

Atomic partial charges in e from the Mulliken method, atoms 1 to 2:
1. O 0.02
2. V 1.38



Record 3
Below is a cluster of 4 separate species, C21H52FN2O2PS2 in total, with properties calculated with ωB97M-V with the def2-TZVPD basis set.

The calculation puts the largest force on an atom at 0.49 eV/Å. The charge is 0. The value obtained for the LUMO energy is 0.018 Eh. As for the HOMO energy: -0.3505 Ha. For the frontier orbital gap, the calculation gives 10.02 eV. The SMILES is NCCCN([PH2]=S)S(=O)(=O)F.CCCCCC.CCCCCC.CCCCCC.

Positions of all 81 atoms, in Å:
N  1.93  1.13  -0.11
C  0.64  1.13  0.58
C  0.27  2.47  1.22
C  -1.08  2.54  1.92
N  -2.20  2.10  1.02
P  -2.98  0.58  1.36
S  -2.03  -0.60  2.52
S  -3.16  3.36  0.62
O  -2.44  4.28  -0.18
O  -3.97  3.79  1.70
F  -4.11  2.56  -0.34
H  2.66  1.55  0.45
H  1.88  1.67  -0.97
H  -0.12  0.86  -0.15
H  0.65  0.35  1.33
H  0.29  3.25  0.44
H  1.04  2.74  1.95
H  -1.27  3.58  2.20
H  -1.11  1.95  2.84
H  -3.22  0.14  0.05
H  -4.26  0.96  1.79
C  0.04  -2.87  -0.02
C  0.53  -1.93  -1.12
C  1.10  -2.66  -2.34
C  2.34  -3.51  -2.03
C  3.48  -2.74  -1.37
C  4.03  -1.60  -2.23
H  0.85  -3.49  0.38
H  -0.37  -2.28  0.81
H  -0.75  -3.53  -0.38
H  1.27  -1.24  -0.72
H  -0.31  -1.31  -1.45
H  1.35  -1.92  -3.11
H  0.33  -3.30  -2.78
H  2.70  -3.95  -2.97
H  2.06  -4.34  -1.39
H  4.29  -3.44  -1.15
H  3.16  -2.34  -0.41
H  4.39  -1.97  -3.19
H  4.86  -1.10  -1.73
H  3.27  -0.84  -2.42
C  -9.80  5.13  -2.34
C  -8.44  5.46  -1.74
C  -7.57  4.23  -1.49
C  -8.16  3.22  -0.51
C  -8.50  3.78  0.87
C  -7.29  4.35  1.60
H  -10.40  4.50  -1.68
H  -10.38  6.04  -2.53
H  -9.69  4.60  -3.29
H  -8.58  6.02  -0.80
H  -7.90  6.14  -2.41
H  -6.59  4.56  -1.13
H  -7.38  3.73  -2.44
H  -7.44  2.40  -0.39
H  -9.06  2.77  -0.94
H  -8.94  2.98  1.47
H  -9.28  4.55  0.78
H  -6.52  3.59  1.72
H  -7.56  4.70  2.60
H  -6.85  5.19  1.06
C  9.45  -5.35  1.23
C  7.92  -5.41  1.28
C  7.24  -4.63  0.15
C  7.55  -3.13  0.14
C  7.19  -2.39  1.43
C  5.71  -2.47  1.78
H  9.81  -4.32  1.34
H  9.89  -5.94  2.03
H  9.82  -5.73  0.28
H  7.57  -5.04  2.25
H  7.60  -6.45  1.22
H  6.16  -4.78  0.21
H  7.55  -5.05  -0.81
H  6.99  -2.67  -0.69
H  8.60  -2.97  -0.09
H  7.48  -1.34  1.32
H  7.79  -2.78  2.26
H  5.11  -2.07  0.96
H  5.48  -1.90  2.68
H  5.39  -3.50  1.95

Atomic partial charges in e from the Mulliken method, atoms 1 to 2:
1. N -0.42
2. C -0.64



What is the charge in the first record?
+1